[1]
# C5H35N2O12

12 unconnected molecules or ions with the total composition C5H35N2O12 in a non-equilibrium geometry (ωB97M-V with the def2-TZVPD basis set, the Open Molecules 2025 dataset).

HOMO (alpha / beta), eV: -2.252 / -8.782
2S+1: 2
ΔE to the lowest compared entry with this formula, charge and spin, eV: 5.5542
Kohn-Sham gap (alpha / beta), eV: 2.31 / 8.81
⟨S²⟩: 0.7506
M, g mol⁻¹: 315.3

XYZ file:
```
54
Properties=species:S:1:pos:R:3:mulliken_spin:R:1
C -0.240 -0.380 2.246 0.073
N -0.012 -0.131 0.818 -0.033
C 1.023 -1.058 0.247 0.063
C 0.969 -0.981 -1.314 0.053
C -0.191 -1.383 -2.147 0.149
O -1.145 -2.026 -1.819 -0.054
C -0.713 0.843 2.985 0.165
N -0.126 2.098 2.349 0.401
H 0.611 -0.879 2.881 0.002
H -1.028 -1.153 2.564 0.011
H -1.076 -0.005 0.316 0.039
H 0.996 -2.100 0.588 0.013
H 1.975 -0.592 0.729 -0.019
H 1.764 -1.743 -1.721 -0.016
H 1.392 -0.047 -1.651 -0.051
H -0.034 -1.076 -3.245 0.061
H -1.787 0.974 2.890 -0.088
H -0.277 0.905 4.027 0.005
H 0.326 1.741 1.476 -0.052
H 0.730 2.400 3.051 -0.081
H -0.932 2.676 2.151 -0.120
H 2.924 1.401 1.958 0.039
H 3.195 2.709 1.268 0.025
O 2.475 2.151 1.640 -0.116
H -0.486 5.933 -0.061 0.096
H -1.422 5.373 -1.054 0.015
O -1.065 5.170 -0.138 -0.145
H -2.847 3.793 1.544 0.001
H -3.497 2.488 1.331 -0.019
O -2.765 2.947 1.803 0.263
H 5.058 -0.782 1.673 -0.003
H 3.810 -1.728 1.591 0.001
O 4.176 -0.810 1.375 0.008
H -0.704 2.134 -5.740 -0.024
H -0.158 3.084 -4.668 -0.025
O -0.477 2.213 -4.799 0.047
H 2.719 -3.747 0.662 0.000
H 4.004 -4.017 1.536 0.000
O 3.082 -3.545 1.457 0.002
H -1.017 -4.397 -0.209 0.001
H -0.980 -2.951 -0.413 0.003
O -0.491 -3.725 -0.031 0.003
H -2.326 0.029 -2.059 0.062
H -2.802 1.110 -1.061 0.054
O -2.909 0.194 -1.316 -0.059
H 1.452 -4.095 -1.282 0.000
H 2.859 -4.266 -2.053 0.002
O 2.302 -3.770 -1.431 -0.010
H -3.035 -0.855 -0.024 0.033
H -3.032 -1.952 0.936 0.023
O -2.759 -0.996 0.882 0.016
H -1.096 2.062 -3.080 -0.002
H -1.627 2.956 -1.908 0.172
O -1.396 2.022 -2.274 0.015
```

[2]
# C4H7NO

A single C4H7NO molecule (ωB97M-V with the def2-TZVPD basis set, the Open Molecules 2025 dataset).

HOMO, eV: -9.926
ΔE to the lowest compared entry with this formula, charge and spin, eV: 1.2690
Kohn-Sham gap, eV: 10.66
M, g mol⁻¹: 85.1
SMILES: CC/C=N/C=O

XYZ file:
```
13
Properties=species:S:1:pos:R:3:mulliken_charge:R:1
O -3.077 1.360 0.291 -0.465
C -2.632 0.245 0.199 0.126
N -1.429 -0.075 -0.438 -0.396
C -0.407 -0.387 0.244 -0.021
C 1.866 0.512 -0.131 -1.086
C 0.922 -0.670 -0.387 -0.339
H -3.183 -0.643 0.563 0.338
H 1.398 1.445 -0.463 0.345
H -0.430 -0.402 1.344 0.365
H 2.804 0.388 -0.681 0.298
H 2.107 0.611 0.933 0.308
H 1.345 -1.587 0.042 0.267
H 0.776 -0.824 -1.460 0.259
```

[3]
# C23H20BrIN2NaO7

A molecular structure, C23H20BrIN2NaO7 in a non-equilibrium geometry (ωB97M-V with the def2-TZVPD basis set, the Open Molecules 2025 dataset).

Total charge: -1
HOMO, eV: -5.112
ΔE to the lowest compared entry with this formula, charge and spin, eV: 0.0000
Kohn-Sham gap, eV: 6.94
M, g mol⁻¹: 666.2

XYZ file:
```
55
Properties=species:S:1:pos:R:3:mulliken_charge:R:1
Na -0.948 0.719 -1.249 0.958
C -3.478 -2.275 1.580 -1.839
C -2.665 -1.208 2.307 0.872
C -3.088 -1.124 3.780 -1.447
C -2.736 0.160 1.662 0.287
C -1.770 1.113 1.987 -0.365
C -1.760 2.363 1.393 -0.665
C -2.716 2.710 0.440 0.751
C -2.624 4.019 -0.301 -1.357
C -3.706 1.780 0.145 -0.993
C -3.718 0.527 0.749 -0.104
H -3.279 -3.250 2.025 0.426
H -3.199 -2.322 0.526 0.405
H -4.551 -2.085 1.657 0.379
H -1.616 -1.517 2.272 0.200
H -4.134 -0.817 3.858 0.342
H -2.483 -0.400 4.327 0.365
H -2.976 -2.097 4.260 0.419
H -0.995 0.854 2.701 0.373
H -0.983 3.074 1.651 0.358
H -1.909 3.931 -1.122 0.253
H -2.278 4.820 0.354 0.364
H -3.587 4.305 -0.723 0.385
H -4.471 2.029 -0.581 0.328
H -4.497 -0.175 0.480 0.293
O -1.228 -0.072 -4.108 -0.722
C -0.178 0.009 -3.460 -0.338
O 0.215 1.053 -2.836 -0.827
C 0.622 -1.266 -3.265 0.980
C 1.182 -1.970 -4.278 -0.454
C 1.796 -3.216 -4.014 -0.394
C 1.824 -3.723 -2.733 -0.167
C 1.256 -3.021 -1.682 -0.836
C 0.578 -1.762 -1.900 0.870
O -0.060 -1.130 -1.025 -0.668
N 1.358 -3.608 -0.372 0.973
O 1.057 -2.950 0.611 -0.592
O 1.734 -4.779 -0.288 -0.669
N 2.396 -3.958 -5.082 1.017
O 2.422 -3.454 -6.200 -0.668
O 2.857 -5.070 -4.846 -0.662
H 1.164 -1.605 -5.295 0.549
H 2.304 -4.669 -2.538 0.619
Br 4.994 3.455 -1.285 -0.210
C 4.446 2.899 0.447 0.139
C 5.210 3.324 1.524 -0.518
C 4.867 2.933 2.807 -0.389
C 3.765 2.114 3.004 -0.667
C 3.008 1.700 1.921 -0.166
C 3.326 2.088 0.622 -0.105
I 2.072 1.474 -0.976 0.408
H 6.067 3.960 1.347 0.361
H 5.462 3.264 3.649 0.350
H 3.499 1.795 4.004 0.362
H 2.153 1.052 2.071 0.435
```

[4]
# C5H14O2

3 unconnected molecules or ions with the total composition C5H14O2 in a non-equilibrium geometry (ωB97M-V with the def2-TZVPD basis set, the Open Molecules 2025 dataset).

Total charge: +1
HOMO (alpha / beta), eV: -14.916 / -14.941
2S+1: 2
ΔE to the lowest compared entry with this formula, charge and spin, eV: 1.4333
Kohn-Sham gap (alpha / beta), eV: 10.28 / 6.82
⟨S²⟩: 0.7528
M, g mol⁻¹: 106.2

XYZ file:
```
21
Properties=species:S:1:pos:R:3:mulliken_spin:R:1
C 1.887 1.591 0.634 0.043
C 0.928 0.799 -0.209 0.328
C -0.130 0.040 0.270 0.360
C -0.502 -1.256 -0.267 0.016
C 1.517 0.643 -1.586 0.024
H 1.907 2.724 0.423 0.042
H 2.947 1.262 0.649 0.015
H 1.621 1.476 1.701 -0.003
H -0.215 0.131 1.374 0.002
H 0.017 -2.038 0.255 0.054
H -1.561 -1.592 0.119 0.056
H -0.621 -1.377 -1.332 0.003
H 1.304 -0.318 -2.031 0.002
H 2.610 0.647 -1.528 0.006
H 1.249 1.401 -2.208 0.024
H -1.299 1.577 -0.406 -0.004
H -2.686 2.333 -0.578 0.003
O -2.040 1.991 0.094 0.025
H -2.522 -3.738 2.221 0.000
H -2.431 -3.141 0.785 0.000
O -1.981 -3.155 1.619 0.003
```